Arrangement 1

H2N2O2 | ωB97M-V/def2-TZVPD

```
6
Properties=species:S:1:pos:R:3
N 1.44 -1.39 1.12
N 2.29 -1.39 0.22
O 0.34 -0.78 1.17
O 3.27 -2.20 0.36
H 3.08 -3.05 1.94
H -10.42 8.81 -4.81
```

- LUMO (alpha / beta) (eV) = 4.833 / 4.834
- spin multiplicity = 1
- net charge = -2

natural (NBO) population analysis, charges in e, atoms 1 to 4: 0.125, 0.033, -0.583, -0.459

=====

Arrangement 2

H2N2O2 | ωB97M-V/def2-TZVPD

```
6
Properties=species:S:1:pos:R:3
N 0.01 -0.48 0.91
N -0.47 0.65 -0.84
O 0.63 -1.69 0.72
O -1.18 1.74 -0.42
H 0.69 0.39 0.89
H -1.10 -0.30 -1.06
```

- LUMO (alpha / beta) (eV) = 8.709 / 8.714
- spin multiplicity = 1
- net charge = -2

natural (NBO) population analysis, charges in e, atoms 1 to 4: -0.390, -0.391, -0.819, -0.803

=====

Compare the structures above. Which one is the most stable? arrangement 1 is.